Entry 1:
{
  "formula": "C4H12N4",
  "method": "ωB97M-V with the def2-TZVPD basis set",
  "e_tot_ha": -378.51457,
  "homo_ev": -7.9,
  "multiplicity": 1,
  "smiles": "CCN(C)/N=C/NN",
  "e_lumo_ev": 1.066,
  "gap_ha": 0.3278,
  "elements": ["C", "C", "C", "C", "H", "H", "H", "H", "H", "H", "H", "H", "H", "H", "H", "H", "N", "N", "N", "N"],
  "xyz": [[1.87409, -1.53399, -0.43372], [1.55336, -0.31481, 0.29955], [0.94238, 2.00348, 0.09177], [-1.18922, -0.63658, 0.21551], [2.37445, -2.32795, 0.09381], [0.98289, -1.98001, -0.70678], [2.38828, -1.32262, -1.42100], [2.49114, 0.21996, 0.51202], [1.24652, -0.59948, 1.36596], [1.96573, 2.31970, -0.12168], [0.31491, 2.71530, -0.53929], [0.85418, 2.15167, 1.15632], [-0.70272, -1.43720, 0.86855], [-3.00155, -1.70326, 0.16775], [-3.75560, 1.00054, 0.26812], [-2.51879, 0.79017, -1.03609], [0.72248, 0.63392, -0.33352], [-0.69711, 0.42870, -0.32312], [-2.59179, -0.71901, 0.28945], [-3.25364, 0.31146, -0.41361]]
}

Entry 2:
{
  "formula": "C4H12N4",
  "method": "ωB97M-V with the def2-TZVPD basis set",
  "e_tot_ha": -378.54857,
  "homo_ev": -8.1,
  "multiplicity": 1,
  "smiles": "C/C(=N\\N(C)C)NN",
  "e_lumo_ev": 1.016,
  "gap_ha": 0.3339,
  "elements": ["C", "C", "C", "C", "H", "H", "H", "H", "H", "H", "H", "H", "H", "H", "H", "H", "N", "N", "N", "N"],
  "xyz": [[1.49205, 1.55716, 1.04771], [-0.77080, 1.08160, 1.62039], [-0.25164, -0.87871, -0.68621], [-0.43756, -1.99968, 0.29962], [1.66434, 1.82399, 2.13389], [2.38298, 1.08754, 0.63389], [1.32945, 2.42257, 0.37481], [-0.97383, 2.05621, 1.17513], [-0.59138, 1.36908, 2.67257], [-1.61825, 0.37706, 1.62610], [-1.46373, -2.02483, 0.66230], [-0.28403, -3.00844, -0.14455], [0.18722, -1.91275, 1.24576], [-0.44200, -2.11717, -2.36887], [-0.90740, 0.49880, -2.99757], [0.69297, 0.25055, -2.85489], [0.43521, 0.50896, 1.01841], [0.21947, 0.28690, -0.41606], [-0.47229, -1.15242, -2.00619], [-0.19078, -0.22643, -3.03624]]
}

Entry 3:
{
  "formula": "C4H12N4O",
  "method": "ωB97M-V with the def2-TZVPD basis set",
  "e_tot_ha": -453.61371,
  "homo_ev": -7.8,
  "multiplicity": 1,
  "e_lumo_ev": 0.535,
  "gap_ha": 0.3047,
  "elements": ["C", "C", "O", "N", "H", "H", "H", "H", "H", "C", "N", "N", "C", "N", "H", "H", "H", "H", "H", "H", "H"],
  "xyz": [[1.36993, 1.75715, -1.51424], [1.11760, -0.90287, -0.39561], [1.17162, 0.98150, -0.36972], [1.94363, -1.53114, 0.32381], [2.89587, -1.29261, 0.04477], [0.95108, -0.98060, -1.47103], [1.26138, 1.18373, -2.44915], [0.65239, 2.59222, -1.55473], [2.37801, 2.19259, -1.50200], [-0.50604, -0.86065, 1.77966], [-0.54205, -0.81230, 0.30608], [-1.33577, -1.87330, -0.19933], [-1.52932, 1.47639, 0.37267], [-1.11439, 0.53054, -0.38019], [-1.84323, -1.64259, -1.05116], [-2.10816, -2.11678, 0.42300], [-0.14468, -1.83399, 2.11273], [0.17764, -0.08533, 2.12029], [-1.51520, -0.72356, 2.17290], [-1.02493, 1.77688, 1.29488], [-2.25538, 2.16473, -0.06362]]
}

Entry 4:
{
  "formula": "C4H12N4O",
  "method": "ωB97M-V with the def2-TZVPD basis set",
  "e_tot_ha": -453.78782,
  "homo_ev": -7.9,
  "multiplicity": 1,
  "e_lumo_ev": 0.925,
  "gap_ha": 0.3251,
  "elements": ["C", "N", "N", "H", "H", "H", "H", "H", "H", "C", "C", "C", "N", "N", "O", "H", "H", "H", "H", "H", "H"],
  "xyz": [[0.08126, -0.40345, -2.02412], [0.74917, 0.23771, -0.87941], [1.06006, 1.58939, -1.18823], [1.53169, -0.49166, -0.44686], [1.34247, 2.08165, -0.34725], [0.23679, 2.10180, -1.50439], [-0.88641, 0.06707, -2.19916], [-0.05153, -1.45876, -1.79722], [0.70281, -0.29171, -2.91377], [0.29957, 1.01795, 1.73627], [-1.34831, -0.36171, 0.46917], [0.14081, -0.14248, 0.77574], [-1.69579, -1.65600, 0.55435], [0.93530, -1.26918, 0.90967], [-2.06261, 0.56013, 0.09753], [-0.93947, -2.29611, 0.77811], [-2.61665, -1.95772, 0.28394], [1.52207, -1.21964, 1.73834], [-0.08182, 0.71517, 2.71103], [-0.27097, 1.88641, 1.40765], [1.35157, 1.29114, 1.83860]]
}

Entry 5:
{
  "formula": "C4H12N4O",
  "method": "ωB97M-V with the def2-TZVPD basis set",
  "e_tot_ha": -453.83264,
  "homo_ev": -8.4,
  "multiplicity": 1,
  "smiles": "CC(=O)[C@H](N)C(N)(N)N",
  "e_lumo_ev": 0.880,
  "gap_ha": 0.3425,
  "elements": ["C", "C", "N", "O", "H", "H", "H", "H", "H", "C", "N", "N", "N", "C", "H", "H", "H", "H", "H", "H", "H"],
  "xyz": [[0.53189, -1.87355, 1.22568], [-0.68705, -1.11835, 0.72847], [0.12075, -0.59258, -1.39987], [-1.80619, -1.65043, 0.85519], [0.83621, -1.20999, -1.77146], [-0.81428, -0.73243, -1.78441], [0.23048, -2.56946, 2.01369], [1.31400, -1.24160, 1.65416], [0.95659, -2.44262, 0.39484], [0.41725, 0.68624, -0.55145], [0.15292, 1.82202, -1.33297], [1.78008, 0.70380, -0.19817], [-1.94250, 0.93951, 0.26884], [-0.59489, 0.44904, 0.61482], [-0.62422, 2.42155, -1.07091], [0.46413, 1.87830, -2.29406], [2.08775, 0.46623, 0.73851], [2.48834, 0.82265, -0.91310], [-2.06802, 1.93428, 0.42657], [-2.61158, 0.41379, 0.84970], [-0.23168, 0.89359, 1.54593]]
}

Entry 6:
{
  "formula": "C4H12N4O3S",
  "method": "ωB97M-V with the def2-TZVPD basis set",
  "e_tot_ha": -1002.46287,
  "homo_ev": -8.1,
  "multiplicity": 1,
  "e_lumo_ev": 0.736,
  "gap_ha": 0.3254,
  "elements": ["C", "C", "C", "C", "N", "N", "N", "N", "O", "O", "O", "S", "H", "H", "H", "H", "H", "H", "H", "H", "H", "H", "H", "H"],
  "xyz": [[2.12617, -0.81078, -0.14262], [0.29751, 0.82325, 2.68718], [-3.55597, -0.73758, -0.83184], [-0.10716, 1.03238, 0.20645], [3.36729, -0.61101, -0.53730], [0.47543, 1.49769, -0.91345], [0.58393, 1.29885, 1.32937], [-1.22644, 0.38582, 0.23185], [1.58099, -1.80386, -0.80447], [-1.27127, 0.14642, -2.22892], [-1.19381, -1.80991, -0.73069], [-1.70456, -0.51132, -1.01213], [1.14767, 0.29974, 3.10162], [0.00282, 1.71338, 3.26621], [-0.40597, 0.05830, 2.43002], [-3.87439, -0.61665, 0.22741], [-4.05285, 0.00996, -1.54264], [-3.85918, -1.74267, -1.23430], [3.92836, 0.06170, -0.06476], [3.80978, -1.19500, -1.19337], [1.47131, 1.62419, -0.97324], [0.38538, 0.79130, -1.63170], [1.50304, 1.74264, 1.21906], [0.57192, -1.64683, -0.85773]]
}

Entry 7:
{
  "formula": "C4H12NO",
  "method": "ωB97M-V with the def2-TZVPD basis set",
  "e_tot_ha": -289.31127,
  "homo_ev": -15.1,
  "multiplicity": 1,
  "smiles": "C[C@@H]([NH3+])CCO",
  "e_lumo_ev": -3.155,
  "charge": 1,
  "gap_ha": 0.4387,
  "elements": ["C", "C", "C", "C", "O", "N", "H", "H", "H", "H", "H", "H", "H", "H", "H", "H", "H", "H"],
  "xyz": [[1.28770, 1.82123, 1.01062], [0.66924, 0.72422, 0.06575], [-0.84665, 0.56264, 0.03829], [-1.46822, -0.39060, -0.96046], [-1.04404, -1.79244, -0.69219], [1.21292, -0.70897, 0.48987], [1.13899, 2.79259, 0.71534], [2.52052, 1.64072, 1.22166], [1.10452, 1.58270, 2.09575], [1.12735, 0.82203, -0.90805], [-1.31766, 0.58622, 1.04555], [-1.08990, 1.56979, -0.36849], [-2.50857, -0.45796, -0.88300], [-1.20236, -0.14575, -2.04935], [-1.51207, -2.38752, -1.25223], [0.70273, -1.43521, -0.20167], [2.24906, -0.57855, 0.38306], [0.79683, -0.99172, 1.38468]]
}

Entry 8:
{
  "formula": "C4H12NO",
  "method": "ωB97M-V with the def2-TZVPD basis set",
  "e_tot_ha": -289.30352,
  "homo_ev": -14.1,
  "multiplicity": 1,
  "e_lumo_ev": -3.644,
  "charge": 1,
  "gap_ha": 0.3830,
  "elements": ["C", "N", "H", "H", "H", "H", "H", "H", "C", "O", "C", "C", "H", "H", "H", "H", "H", "H"],
  "xyz": [[-1.30654, 1.40167, 2.60373], [-1.08694, 0.30426, 1.56992], [-1.58036, 2.30677, 2.07125], [-2.14386, 1.08577, 3.21910], [-0.37059, 1.51309, 3.13622], [-0.20842, 0.53552, 1.02843], [-1.83034, 0.28049, 0.87195], [-1.09537, -0.61093, 2.01462], [0.11578, -1.12372, -1.20130], [0.60732, -1.64576, -2.42516], [1.15249, -0.24931, -0.59095], [1.08055, 1.08341, -0.48127], [-0.12986, -1.97040, -0.56395], [-0.80906, -0.54885, -1.37345], [0.74025, -0.89060, -3.02019], [2.05613, -0.68988, -0.17035], [1.87608, 1.71467, -0.10997], [0.19121, 1.57627, -0.87508]]
}

Entry 9:
{
  "formula": "C4H12NO",
  "method": "ωB97M-V with the def2-TZVPD basis set",
  "e_tot_ha": -289.17059,
  "homo_ev": -15.9,
  "multiplicity": 1,
  "e_lumo_ev": -5.670,
  "charge": 1,
  "gap_ha": 0.3774,
  "elements": ["C", "N", "H", "H", "H", "H", "C", "O", "C", "C", "H", "H", "H", "H", "H", "H", "H", "H"],
  "xyz": [[1.84445, 0.63178, -0.81027], [2.10154, 1.89629, -1.45961], [2.11167, 0.13657, 0.19311], [1.64749, -0.22779, -1.50111], [1.59149, 2.34250, -0.77717], [2.95158, 2.14783, -1.03919], [-0.89823, 0.35582, -0.25243], [0.08266, 1.27034, -0.36036], [-0.62644, -0.91591, 0.57462], [-1.85673, -1.70359, 1.09171], [-1.71630, 0.93505, 0.24895], [-1.16310, 0.04811, -1.28154], [0.47587, 0.98251, 0.42086], [-0.02669, -1.63754, -0.04607], [0.08580, -0.61532, 1.38749], [-2.46461, -2.00836, 0.23322], [-1.60520, -2.56409, 1.70092], [-2.53523, -1.07418, 1.67686]]
}

Entry 10:
{
  "formula": "C4H12NO",
  "method": "ωB97M-V with the def2-TZVPD basis set",
  "e_tot_ha": -289.31115,
  "homo_ev": -14.4,
  "multiplicity": 1,
  "e_lumo_ev": -3.333,
  "charge": 1,
  "gap_ha": 0.4049,
  "elements": ["C", "C", "C", "C", "N", "H", "H", "H", "H", "H", "H", "H", "H", "H", "H", "H", "H", "O"],
  "xyz": [[-1.51363, 0.31345, 2.38808], [-1.67128, 0.53992, 0.86798], [-0.79787, -0.44776, 0.20955], [0.00137, -0.08178, -0.78317], [0.74703, -1.13690, -1.48611], [-1.28951, -0.78539, 2.48359], [-2.30446, 0.68922, 3.01950], [-0.57487, 0.77230, 2.76284], [-1.30382, 1.56924, 0.55778], [-2.66607, 0.47592, 0.50029], [-1.06691, -1.48538, 0.40519], [-0.00135, 0.88802, -1.26188], [0.31554, -1.39584, -2.38254], [1.61839, -0.72713, -1.84777], [0.70111, -1.98753, -0.94998], [3.17677, 1.18901, -2.18199], [3.72025, 0.95353, -0.92903], [2.90932, 0.65713, -1.37233]]
}

Entry 11:
{
  "formula": "C4H12NO",
  "method": "ωB97M-V with the def2-TZVPD basis set",
  "e_tot_ha": -289.32343,
  "homo_ev": -15.8,
  "multiplicity": 1,
  "e_lumo_ev": -4.445,
  "charge": 1,
  "gap_ha": 0.4187,
  "elements": ["C", "C", "C", "C", "N", "H", "H", "H", "H", "H", "H", "H", "H", "H", "H", "H", "H", "O"],
  "xyz": [[0.58005, -1.53219, -1.94054], [0.31045, -0.36968, -0.94972], [-0.93169, -0.63882, -0.14959], [-0.79152, 1.55299, 0.93849], [-1.47594, 0.56163, 0.53259], [1.27641, -2.29755, -1.60546], [-0.35416, -2.08122, -2.09008], [0.84814, -1.14585, -2.91697], [1.20853, -0.17645, -0.37801], [0.05532, 0.46868, -1.60278], [-1.76378, -0.99153, -0.74807], [-0.81263, -1.35425, 0.66552], [0.16255, 1.73061, 0.47253], [-1.16812, 2.18688, 1.72795], [-2.38539, 0.41453, 0.96272], [2.07100, 0.70326, 1.90866], [1.83270, 1.84596, 2.79306], [1.33808, 1.12300, 2.37968]]
}

Entry 12:
{
  "formula": "C4H12NO",
  "method": "ωB97M-V with the def2-TZVPD basis set",
  "e_tot_ha": -289.16192,
  "homo_ev": -14.1,
  "multiplicity": 1,
  "e_lumo_ev": -8.753,
  "charge": 1,
  "gap_ha": 0.1947,
  "elements": ["C", "C", "C", "C", "N", "H", "H", "H", "H", "H", "H", "H", "H", "H", "H", "H", "H", "O"],
  "xyz": [[-0.28589, -1.97822, 2.25745], [0.18801, -0.56927, 1.83953], [0.97230, -0.50738, 0.57759], [0.40582, -0.07660, -0.64536], [0.85973, 0.01644, -1.88923], [-0.91769, -2.34202, 1.48557], [-0.88794, -2.02223, 3.23775], [0.61327, -2.64247, 2.33910], [0.73888, -0.14341, 2.69964], [-0.68535, 0.10259, 1.75751], [1.97314, -0.75474, 0.57642], [-0.65402, 0.21521, -0.53294], [-0.68890, 4.15607, -0.87518], [-0.44090, 3.44506, -1.12721], [1.80236, -0.33790, -1.94986], [-1.45199, 1.31156, -3.91550], [-0.32649, 0.80793, -2.86691], [-1.21434, 1.31936, -2.96838]]
}